1.
{"formula": "HNO2S2", "method": "ωB97M-V/def2-TZVPD", "symbols": ["N", "O", "O", "S", "S", "H"], "positions_angstrom": [[-0.4809, 1.4208, 1.1234], [-2.6849, 1.3907, 2.4845], [-2.6083, 0.0352, 0.4503], [-1.2055, 2.7892, 0.3345], [-2.0504, 1.0746, 1.2423], [-0.2006, -0.5852, -0.2947]], "forces_ev_per_angstrom": [[0.1, -0.1, -0.1], [0.4, -0.1, -0.2], [0.3, 0.1, -0.4], [-0.3, -0.9, 0.2], [-0.6, 1.0, 0.6], [0.1, 0.0, 0.0]], "charge": 0, "de_lowest_kj_mol": 383.09, "lumo_energy_ev": [-2.521, -1.198]}


2.
{"formula": "HNO3P2", "method": "ωB97M-V/def2-TZVPD", "symbols": ["N", "O", "O", "O", "P", "P", "H"], "positions_angstrom": [[4.0480, 0.8250, 0.3038], [4.8135, 0.0826, -0.2600], [1.0962, 0.9743, 0.4746], [2.1985, -1.0049, -0.7465], [2.4763, 0.0014, 0.2299], [-0.4873, 0.9404, 0.1929], [-0.6747, 0.0114, -0.6930]], "forces_ev_per_angstrom": [[0.9, 0.4, -0.5], [0.3, 0.5, 0.2], [3.6, -0.8, -0.1], [-0.1, -1.7, -1.8], [-3.7, 1.4, 2.1], [-1.2, 2.8, 2.4], [0.1, -2.7, -2.4]], "charge": 0, "de_lowest_kj_mol": 77.64, "lumo_energy_ev": [-1.704, -2.035]}


3.
{"formula": "HNO3P2", "method": "ωB97M-V/def2-TZVPD", "symbols": ["N", "O", "O", "O", "P", "P", "H"], "positions_angstrom": [[-0.9299, 0.8034, 1.0025], [-1.8416, 1.3548, 0.6663], [0.1348, -1.6253, 0.7372], [-1.3826, -0.4878, -1.0692], [-0.1286, -0.5788, -0.2399], [1.5086, 0.6429, -0.8825], [2.6392, -0.1092, -0.2144]], "forces_ev_per_angstrom": [[0.5, 0.6, 1.6], [-1.1, 0.9, -0.1], [0.5, -0.2, 0.5], [2.3, -0.1, 0.4], [-2.2, -1.7, -2.0], [1.5, -0.2, 0.3], [-1.5, 0.6, -0.6]], "charge": 0, "de_lowest_kj_mol": 12.58, "lumo_energy_ev": [-3.096, -2.049]}


4.
{"formula": "HNO3S", "method": "ωB97M-V/def2-TZVPD", "symbols": ["N", "O", "O", "O", "S", "H"], "positions_angstrom": [[0.6727, -0.5054, -0.9656], [-1.6505, -0.9792, 0.1724], [-0.6176, 1.2060, 0.6359], [0.8473, -0.8454, 0.5099], [-0.4944, -0.1223, 0.1588], [1.2425, 1.2462, -0.5115]], "forces_ev_per_angstrom": [[0.5, 3.0, 1.0], [1.1, 0.7, -0.2], [0.3, 0.6, 0.1], [0.0, -0.6, 0.4], [-1.5, -1.9, -0.1], [-0.4, -1.8, -1.2]], "charge": 0, "de_lowest_kj_mol": 394.98, "lumo_energy_ev": [-2.270, -1.599]}


5.
{"formula": "HNO4P", "method": "ωB97M-V/def2-TZVPD", "symbols": ["N", "O", "O", "O", "O", "P", "H"], "positions_angstrom": [[-1.2308, -0.6359, -0.1392], [2.1682, -0.3598, 0.0019], [0.5984, 1.7480, 0.1317], [-0.3438, -0.4144, -1.1799], [-0.4101, -0.8045, 1.0317], [0.8528, 0.2912, 0.0463], [-1.6346, 0.1754, 0.1075]], "forces_ev_per_angstrom": [[0.0, -4.7, 0.2], [0.0, 0.1, 0.1], [-0.1, -0.6, 0.4], [2.1, 1.3, 1.7], [2.2, 1.9, -2.1], [-2.2, -2.0, -0.6], [-1.9, 4.0, 0.3]], "charge": -1, "de_lowest_kj_mol": 76.14, "lumo_energy_ev": 4.392}


6.
{"formula": "HNO4S", "method": "ωB97M-V/def2-TZVPD", "symbols": ["N", "O", "O", "O", "O", "S", "H"], "positions_angstrom": [[-2.3299, -1.9458, -1.0326], [-1.9180, -1.4292, -0.0843], [-0.8310, 0.4815, 0.4463], [1.9957, 0.8141, -0.4352], [1.5373, 0.6406, 0.9086], [0.1145, 1.0855, 1.3752], [1.4314, 0.3533, -1.1780]], "forces_ev_per_angstrom": [[0.6, 0.7, 1.2], [-1.1, -1.7, -1.4], [-0.3, 0.7, 0.0], [-0.4, 0.2, -2.4], [1.8, -1.4, 0.0], [-1.1, 0.7, -0.1], [0.6, 0.7, 2.8]], "charge": 0, "de_lowest_kj_mol": 349.70, "lumo_energy_ev": [0.184, -1.328]}


7.
{"formula": "HNO5S2", "method": "ωB97M-V/def2-TZVPD", "symbols": ["N", "O", "O", "O", "O", "O", "S", "S", "H"], "positions_angstrom": [[-0.5011, -1.2841, -0.3971], [-1.2617, -0.4311, 0.4423], [-1.1190, 2.4024, -0.0588], [1.1952, -0.4161, 1.3031], [1.9543, -1.7393, -0.6520], [0.8675, 1.2727, -0.9362], [0.0535, 1.6289, 0.2356], [0.9387, -1.0703, 0.0632], [-2.1274, -0.3630, 0.0000]], "forces_ev_per_angstrom": [[0.1, 0.1, 0.0], [-0.9, -0.3, 0.1], [0.2, -0.1, 0.1], [0.1, -0.4, 0.0], [0.0, -0.2, -0.4], [-0.7, -0.1, 1.3], [0.0, 2.0, -1.4], [0.8, -1.0, 0.4], [0.4, -0.1, 0.0]], "charge": 0, "de_lowest_kj_mol": 0.00, "lumo_energy_ev": -1.013}


8.
{"formula": "HNO6P", "method": "ωB97M-V/def2-TZVPD", "symbols": ["O", "N", "O", "P", "O", "O", "O", "O", "H"], "positions_angstrom": [[0.1986, -1.7519, 0.0927], [0.8514, -0.7671, -0.2526], [2.0533, -0.6400, -0.1325], [-0.1710, 0.7572, -0.7060], [0.7160, 1.7542, -1.2486], [-1.3824, 0.2543, -1.3770], [-0.3324, 1.0388, 0.9851], [-1.1553, 0.0679, 1.5593], [-0.7782, -0.7134, 1.0796]], "forces_ev_per_angstrom": [[0.5, -0.5, 0.1], [0.4, 0.9, -0.2], [-0.3, -0.7, -0.1], [-1.5, -0.4, 1.2], [1.3, 1.2, -0.3], [0.3, -0.1, 0.6], [0.8, 1.3, -2.3], [-0.4, -1.4, 0.1], [-1.0, -0.3, 1.0]], "charge": -1, "de_lowest_kj_mol": 5.33, "lumo_energy_ev": 3.932}


9.
{"formula": "HNO6S", "method": "ωB97M-V/def2-TZVPD", "symbols": ["N", "O", "O", "O", "O", "O", "O", "S", "H"], "positions_angstrom": [[3.2536, 0.1589, 0.4856], [3.8575, 0.4179, -0.6491], [-0.4947, -0.1220, -0.8184], [-2.6075, 1.2008, -0.6393], [-2.7067, -1.1574, -0.2932], [2.1470, -0.4514, 0.5195], [-1.5314, 0.2274, 1.3965], [-1.8911, 0.0263, -0.0462], [-0.0269, -0.3005, 0.0445]], "forces_ev_per_angstrom": [[0.5, 0.2, -0.8], [-2.1, -1.1, 2.0], [-0.2, -0.3, 2.0], [1.6, -1.0, 0.6], [0.7, -0.6, 0.1], [1.9, 0.8, -1.1], [0.0, -0.5, -2.1], [-3.6, 2.4, 0.7], [1.3, 0.1, -1.3]], "charge": -2, "de_lowest_kj_mol": 27.71, "lumo_energy_ev": 6.593}


10.
{"formula": "HNOP2", "method": "ωB97M-V/def2-TZVPD", "symbols": ["O", "P", "P", "N", "H"], "positions_angstrom": [[-1.6490, 0.6141, -0.6313], [-0.4792, 1.1844, 0.0653], [1.0274, -0.0448, -0.9385], [0.5364, -0.4299, 0.5174], [0.5643, -1.3237, 0.9871]], "forces_ev_per_angstrom": [[-1.0, 0.1, -0.4], [0.1, -0.1, 0.8], [0.9, -0.5, -0.6], [0.0, 0.5, 0.1], [-0.1, -0.1, 0.1]], "charge": 0, "de_lowest_kj_mol": 0.00, "lumo_energy_ev": -1.138}


11.
{"formula": "HNOS", "method": "ωB97M-V/def2-TZVPD", "symbols": ["N", "O", "S", "H"], "positions_angstrom": [[-0.2319, 0.4861, 0.5423], [-1.8950, 0.8726, 2.2471], [-1.4158, -0.0613, 1.2250], [0.4619, -0.0302, 0.0323]], "forces_ev_per_angstrom": [[1.4, 0.8, -0.2], [-0.2, -1.1, -1.0], [-0.9, 0.8, 1.8], [-0.3, -0.5, -0.5]], "charge": 0, "de_lowest_kj_mol": 0.00, "lumo_energy_ev": -0.612}


12.
{"formula": "HO2SYb", "method": "ωB97M-V/def2-TZVPD", "symbols": ["Yb", "S", "O", "O", "H"], "positions_angstrom": [[-0.4759, -0.2756, 0.8854], [0.6216, -2.1273, 2.4526], [0.8526, 0.7442, -0.4351], [-0.5204, 1.0224, -1.0092], [-0.4779, 0.6364, -1.8936]], "forces_ev_per_angstrom": [[0.1, -0.4, 0.6], [-0.2, 0.1, -0.1], [-0.5, 0.3, -0.6], [0.4, -0.1, 0.1], [0.2, 0.1, 0.0]], "charge": 0, "spin_multiplicity": 2, "lumo_energy_ev": [-1.032, -1.367]}


13.
{"formula": "HO3PS2", "method": "ωB97M-V/def2-TZVPD", "symbols": ["O", "O", "O", "P", "S", "S", "H"], "positions_angstrom": [[2.9444, -0.3618, -0.9904], [2.7788, -2.6646, -0.0407], [1.0794, 0.1719, 0.7292], [0.8712, 1.4157, -0.3920], [2.1111, 2.7902, -0.0680], [3.0382, -1.2664, 0.1507], [0.3470, -0.1693, 1.1421]], "forces_ev_per_angstrom": [[0.5, -1.5, 0.9], [-0.1, 0.4, -0.2], [2.7, 2.1, -1.3], [-0.6, -0.5, 0.3], [0.2, 0.0, 0.2], [0.5, 0.7, -1.2], [-3.1, -1.2, 1.3]], "charge": 0, "de_lowest_kj_mol": 143.77, "lumo_energy_ev": -1.439}


14.
{"formula": "HO3S3", "method": "ωB97M-V/def2-TZVPD", "symbols": ["O", "S", "O", "S", "O", "S", "H"], "positions_angstrom": [[-0.0572, -1.5138, -0.7505], [0.8207, -0.5487, -0.1345], [1.3874, -0.9713, 1.1212], [2.1467, 0.1926, -1.2868], [-0.1239, 0.7738, 0.2667], [-1.6922, 0.9231, -0.1710], [-2.4815, 1.1444, 0.9549]], "forces_ev_per_angstrom": [[-0.4, 0.3, -0.1], [0.2, -1.6, 0.4], [-0.3, 0.2, 0.5], [0.6, 0.6, -0.8], [-0.4, 0.7, 0.9], [-1.0, 0.1, -0.7], [1.3, -0.4, -0.1]], "charge": -1, "de_lowest_kj_mol": 135.61, "lumo_energy_ev": 3.111}


15.
{"formula": "HOSn", "method": "ωB97M-V/def2-TZVPD", "symbols": ["Sn", "O", "H"], "positions_angstrom": [[1.9266, 0.7745, 0.8564], [-0.5851, -0.1954, -0.1938], [-1.3415, -0.5792, -0.6626]], "forces_ev_per_angstrom": [[-3.4, -1.4, -1.6], [3.0, 1.5, 1.7], [0.4, -0.1, -0.2]], "charge": 1, "de_lowest_kj_mol": 131.07, "lumo_energy_ev": -8.253}


16.
{"formula": "HOSn", "method": "ωB97M-V/def2-TZVPD", "symbols": ["Sn", "O", "H"], "positions_angstrom": [[0.4647, 1.7537, -1.0082], [0.0790, -0.7503, 0.1541], [-0.5437, -1.0034, 0.8541]], "forces_ev_per_angstrom": [[-0.7, -3.5, 1.8], [0.9, 2.8, -1.8], [-0.2, 0.7, 0.0]], "charge": 1, "de_lowest_kj_mol": 40.75, "lumo_energy_ev": -8.042}


17.
{"formula": "HPS5", "method": "ωB97M-V/def2-TZVPD", "symbols": ["P", "S", "S", "S", "S", "S", "H"], "positions_angstrom": [[-1.6309, -0.1616, -0.7879], [-0.0440, 2.0046, 0.3437], [-0.8656, -1.5906, 0.4895], [1.7542, 1.5569, -0.2641], [1.2576, -1.7537, -0.2967], [2.3476, -0.3429, 0.7124], [-2.8189, 0.2873, -0.1969]], "forces_ev_per_angstrom": [[2.0, 1.4, -0.8], [-1.4, -1.1, -0.2], [1.1, -0.2, 0.2], [0.8, -1.2, 0.0], [-1.2, 0.9, 0.6], [-1.1, 0.4, -0.6], [-0.2, -0.3, 0.9]], "charge": 0, "de_lowest_kj_mol": 176.03, "lumo_energy_ev": [-1.690, -1.946]}


18.
{"formula": "I2O2S", "method": "ωB97M-V/def2-TZVPD", "symbols": ["O", "O", "S", "I", "I"], "positions_angstrom": [[0.8874, 0.5755, 0.7653], [-0.9781, -0.4555, -0.7342], [0.3876, -0.3313, -0.2851], [2.0482, -4.1127, 0.0284], [1.4840, 0.6799, -2.3492]], "forces_ev_per_angstrom": [[-1.5, -1.6, -1.3], [0.4, 0.2, 1.0], [0.8, 1.3, 0.8], [0.0, 0.0, 0.0], [0.4, 0.0, -0.4]], "charge": 0, "de_lowest_kj_mol": 208.50, "lumo_energy_ev": [-3.587, -3.622]}


19.
{"formula": "INO3", "method": "ωB97M-V/def2-TZVPD", "symbols": ["O", "N", "O", "O", "I"], "positions_angstrom": [[0.3859, -1.2258, -0.0001], [0.6335, -0.0727, 0.0002], [1.6621, 0.4976, -0.0001], [-0.4504, 0.8051, 0.0000], [-2.2311, -0.0041, 0.0000]], "forces_ev_per_angstrom": [[-0.1, -1.6, 0.0], [-0.6, 0.4, 0.0], [1.2, 0.6, 0.0], [0.2, 0.8, 0.0], [-0.7, -0.2, 0.0]], "charge": 0, "de_lowest_kj_mol": 0.00, "lumo_energy_ev": -1.327}


20.
{"formula": "INO7SSr", "method": "ωB97M-V/def2-TZVPD", "symbols": ["Sr", "N", "O", "O", "O", "I", "S", "O", "O", "O", "O"], "positions_angstrom": [[19.2799, -7.9256, 13.8877], [22.9814, -9.0233, 13.8669], [23.6202, -8.8461, 14.8513], [21.9809, -8.4608, 13.5497], [23.4417, -9.6517, 12.9030], [18.5240, -10.8056, 14.1408], [20.2446, -4.1016, 14.6949], [20.8267, -4.3565, 15.9652], [19.8293, -5.3399, 14.1146], [19.1079, -3.1429, 14.8575], [21.3972, -3.3877, 14.0272]], "forces_ev_per_angstrom": [[2.2, 0.8, 0.0], [4.0, -1.9, -4.2], [0.6, 0.4, 3.5], [-7.6, 4.0, 1.1], [1.6, -2.2, -0.4], [-0.3, -0.1, 0.0], [-2.1, 4.8, 0.1], [1.8, -0.6, 3.1], [-1.0, -2.9, -2.2], [1.5, -1.5, -0.9], [-0.8, -0.8, -0.3]], "charge": -1, "spin_multiplicity": 2, "lumo_energy_ev": [1.178, -0.041]}


| no. | E (eV) |
| --- | --- |
| 1 | -27265.345 |
| 2 | -26222.141 |
| 3 | -26222.816 |
| 4 | -18476.570 |
| 5 | -18985.823 |
| 6 | -20524.440 |
| 7 | -33409.613 |
| 8 | -23079.397 |
| 9 | -24624.528 |
| 10 | -22130.143 |
| 11 | -14387.712 |
| 12 | -46472.315 |
| 13 | -37117.649 |
| 14 | -38665.112 |
| 15 | -7882.749 |
| 16 | -7883.685 |
| 17 | -63480.323 |
| 18 | -31129.209 |
| 19 | -15728.204 |
| 20 | -35593.394 |